# 1
Here is one molecule with the formula C4H9NO3 from OMol25. Energies are from ωB97M-V/def2-TZVPD.

Geometry as XYZ:
```
17
Properties=species:S:1:pos:R:3:forces:R:3:mulliken_charge:R:1
C -0.104612 0.769825 -0.287689 1.1997 0.3842 0.0617 0.0907
C -1.429022 -0.059741 -0.213954 -2.2339 -0.1796 -1.4621 0.5243
C 1.043493 -0.304083 -0.516143 0.4163 1.7880 2.5706 0.0009
C 2.531587 -0.067995 -0.672326 1.0803 2.5453 0.0971 -1.4690
H -0.429281 1.360006 1.705607 0.3409 -0.2122 -0.2777 0.2533
H -0.082772 2.578558 0.764715 0.7364 -1.1265 -0.0122 0.3028
H -0.145693 1.483480 -1.122362 -0.2872 -0.5337 0.1080 0.4189
H 0.728037 -0.863197 -1.316649 -0.8953 -1.9639 -1.6669 0.4899
H 0.855135 -0.287717 1.348233 0.5882 -0.3411 0.4713 0.4587
H 2.904304 0.329761 -1.643756 -0.5913 -0.4363 0.4450 0.3531
H 3.013089 -0.994225 -0.438801 0.1693 -0.7854 -0.3085 0.3752
H 2.990570 0.616181 0.102148 -0.9543 -0.4060 -0.6303 0.2585
H -0.506894 -1.422868 0.731961 -0.7700 0.2490 0.2774 0.5047
N 0.227003 1.594710 0.947963 -1.6633 0.3509 -0.4334 -0.7647
O -2.417760 0.180685 -0.907755 2.0865 0.3506 1.2636 -0.5762
O 0.991582 -1.035683 0.741166 -0.0051 -0.1967 -0.1533 -0.6619
O -1.469345 -1.143875 0.588317 0.7828 0.5133 -0.3503 -0.5593
```
Forces are in eV/Å.

Spin multiplicity ... 1
ΔE to the lowest compared entry with this formula, charge and spin ... 166.1 kJ/mol
LUMO energy ... 0.6 eV
HOMO-LUMO gap ... 0.38990 Ha
Net charge ... 0
Max |F| ... 3.16 eV Å⁻¹
E_tot ... -438.26579 Ha
SMILES ... C[C@@H](O)[C@H](N)C(=O)O

# 2
Here is one molecule with the formula C4H9NO3 from OMol25. Energies are from ωB97M-V/def2-TZVPD.

Geometry as XYZ:
```
17
Properties=species:S:1:pos:R:3:forces:R:3:mulliken_charge:R:1
C 2.077198 -0.911782 0.882657 -4.4186 -1.0524 1.4993 -1.5629
C 0.972471 -0.609041 -0.128079 0.6476 -0.7734 -0.6144 -0.4126
C -0.943338 0.953673 -1.093563 1.7532 -0.4047 2.1760 -0.7326
C 0.072000 0.473483 0.363790 -1.2225 1.6187 -2.5190 -0.1932
N -2.313492 0.536738 -0.853690 -0.9858 0.1646 1.8676 0.9560
O -2.563716 -0.564849 -0.381660 0.7693 -0.6923 -0.5264 -0.6143
O -3.163141 1.387153 -0.924307 -0.5333 0.7134 -0.7114 -0.5704
O -0.710643 0.260954 1.493224 0.9867 0.1563 -0.7725 -0.4989
H 2.570456 -0.063053 1.049119 2.4203 3.5064 0.3995 0.4484
H 1.777716 -1.217740 1.911125 -0.4569 0.0247 -0.8163 0.2981
H 2.680850 -1.631484 0.540140 2.4882 -2.6410 -1.3574 0.4763
H 0.255142 -1.351234 -0.337071 -0.4343 -2.0832 0.0213 0.4299
H 1.484043 -0.516404 -1.151672 -0.8877 0.8665 1.3934 0.2998
H -0.607797 0.430800 -1.968969 0.4332 -0.3789 -0.2173 0.3631
H -1.016244 2.014711 -1.288136 0.3175 0.1088 0.1643 0.3637
H 0.719244 1.226454 0.684974 0.5699 2.2305 -0.1648 0.5608
H -1.290749 -0.418380 1.202118 -1.4468 -1.3640 0.1782 0.3887
```
Forces are in eV/Å.

Spin multiplicity ... 1
ΔE to the lowest compared entry with this formula, charge and spin ... 536.4 kJ/mol
LUMO energy ... 0.1 eV
HOMO-LUMO gap ... 0.38891 Ha
Net charge ... 0
Max |F| ... 4.78 eV Å⁻¹
E_tot ... -438.12476 Ha
SMILES ... CC[C@H](O)C[N+](=O)[O-]

# 3
Here is a 2-piece molecular cluster, C4H9NO3 overall from OMol25. Energies are from ωB97M-V/def2-TZVPD.

Geometry as XYZ:
```
17
Properties=species:S:1:pos:R:3:forces:R:3:lowdin_spin:R:1
O -1.826415 -1.203487 -2.374043 0.1842 0.1588 0.7737 0.1588
C -0.731705 -1.027562 -1.958851 -0.6409 -1.3573 -2.5609 0.0866
C -0.332178 0.032094 -0.953707 1.2031 0.7606 2.8093 0.0938
C 0.915017 -0.528559 -0.162822 -0.5212 0.0670 -0.8686 0.0777
C 1.736000 0.665772 0.366703 -0.6750 0.0033 0.4345 0.0311
O 2.897391 0.557698 0.523242 0.5030 -0.1360 -0.0485 0.1732
N -1.317901 0.424455 -0.026012 -0.4928 0.8220 -1.3165 0.3097
H 0.127572 -1.535791 -2.437836 0.1079 0.0112 0.2554 0.0275
H 0.027652 0.883557 -1.537317 -0.3924 0.0616 -0.2276 0.0026
H 0.526292 -1.168385 0.626065 0.3963 0.0187 0.3424 0.0021
H 1.592145 -1.096746 -0.800718 -0.1421 -0.1637 -0.0194 0.0009
H 1.185173 1.598756 0.594278 -0.1055 0.0655 0.0234 0.0126
H -1.903914 -0.243056 0.463131 0.4428 -0.4534 0.0889 0.0095
H -1.917938 1.178278 -0.355741 0.1717 0.1518 0.2276 0.0086
H -0.338371 -0.294768 2.827396 0.0790 0.6645 0.3759 -0.0001
H -0.464075 1.105045 2.203071 -0.1414 0.0674 0.1818 0.0001
O -0.174745 0.652700 3.003158 0.0233 -0.7420 -0.4714 0.0052
```
Forces are in eV/Å.

Spin multiplicity ... 2
ΔE to the lowest compared entry with this formula, charge and spin ... 199.8 kJ/mol
LUMO energy (alpha / beta) ... -4.7 / -9.6 eV
HOMO-LUMO gap (alpha / beta) ... 0.39350 / 0.17990 Ha
Net charge ... +1
Max |F| ... 3.15 eV Å⁻¹
E_tot ... -437.89745 Ha

# 4
Here is a 2-piece molecular cluster, C4H9NO3 overall from OMol25. Energies are from ωB97M-V/def2-TZVPD.

Geometry as XYZ:
```
17
Properties=species:S:1:pos:R:3:forces:R:3:lowdin_spin:R:1
C 1.510958 0.215422 -1.018338 0.9332 0.0670 -0.9382 -0.0140
N 0.436679 -0.301704 -0.358437 -1.1419 0.2031 0.2651 0.4841
C -1.806232 -0.630039 -1.294701 -1.0686 0.4553 0.5222 0.0532
C -0.914223 0.223668 -0.392179 1.9328 -0.1284 0.4441 0.0666
C -1.358120 0.317928 1.114816 -0.6944 0.0443 -0.6721 0.0498
O -0.731622 -0.161542 1.991961 0.0830 -0.1975 0.3724 0.0288
O 2.600951 -0.282096 -0.828356 -0.0338 0.0086 0.1842 0.2984
H 1.333467 1.004725 -1.754567 -0.1938 0.1483 0.1696 -0.0055
H 0.668181 -1.039640 0.307792 -0.0882 -0.2374 0.1334 0.0079
H -1.881946 -0.142339 -2.253463 0.3805 -0.3047 -0.5125 0.0030
H -2.820523 -0.597946 -0.907193 -0.1852 -0.0414 0.2552 0.0031
H -1.513542 -1.665738 -1.313305 0.2345 -0.2776 -0.2576 0.0000
H -0.788927 1.231617 -0.764609 -0.4031 0.3720 -0.2354 0.0015
H -2.318002 0.868307 1.207557 0.1942 -0.0949 0.2016 0.0144
H 2.056010 -0.229621 2.440285 0.2259 0.0615 -0.0208 -0.0003
H 2.887939 0.652112 1.445087 0.0174 -0.2812 0.6132 -0.0002
O 2.638956 0.536883 2.377646 -0.1925 0.2028 -0.5244 0.0091
```
Forces are in eV/Å.

Spin multiplicity ... 2
ΔE to the lowest compared entry with this formula, charge and spin ... 161.7 kJ/mol
LUMO energy (alpha / beta) ... -4.3 / -9.7 eV
HOMO-LUMO gap (alpha / beta) ... 0.38626 / 0.18897 Ha
Net charge ... +1
Max |F| ... 1.99 eV Å⁻¹
E_tot ... -437.91199 Ha

# 5
Here is one molecule with the formula C4H9NO4P2 from OMol25. Energies are from ωB97M-V/def2-TZVPD.

Geometry as XYZ:
```
20
Properties=species:S:1:pos:R:3:forces:R:3:mulliken_charge:R:1
C 0.095810 0.679754 2.702491 -0.0921 0.0090 0.0924 -0.9047
C -0.368181 -0.729837 2.525413 -0.0945 -0.0014 -0.1035 0.6771
O -0.915296 -1.422481 3.316467 0.1754 0.0834 -0.0697 -0.4962
O -0.058431 -1.258205 1.242118 -0.1538 -0.1038 0.1214 -0.3403
C -0.852126 -0.848130 0.225743 0.3264 -0.1891 0.0423 0.6521
O -1.762374 -0.082182 0.382971 -0.1497 0.1567 -0.0518 -0.5541
C -0.422431 -1.479233 -1.068841 0.0222 0.0476 -0.0333 -0.6971
P -0.976331 -0.433430 -2.490591 -0.3844 -0.1680 -0.0678 -0.1713
P 0.469534 1.239995 -2.482415 0.1209 0.1177 0.1828 0.2373
N 1.742653 0.652042 -1.449109 0.0079 0.0244 -0.2199 -0.5413
O -0.262952 2.149065 -1.302502 0.1133 0.0607 -0.1689 -0.4810
H 0.943220 0.907423 2.060963 0.0294 -0.0494 0.0319 0.3135
H 0.325959 0.850531 3.751235 0.0102 0.0314 -0.0255 0.3291
H -0.732335 1.327453 2.409181 0.0170 -0.0011 0.0050 0.2598
H 0.654773 -1.621714 -1.034969 0.0004 -0.0257 -0.0317 0.3637
H -0.901343 -2.457470 -1.163415 -0.0173 0.0312 0.0949 0.4615
H -0.385382 -1.195951 -3.519758 0.1763 0.0549 -0.0240 0.0692
H 2.084724 1.425584 -0.885269 -0.0585 -0.0444 0.0511 0.2420
H 2.524435 0.332261 -2.016670 -0.0416 0.0292 0.0729 0.2665
H -1.203927 1.964523 -1.203043 -0.0074 -0.0631 0.1015 0.3142
```
Forces are in eV/Å.

Spin multiplicity ... 1
LUMO energy ... 0.6 eV
HOMO-LUMO gap ... 0.32903 Ha
Net charge ... 0
Max |F| ... 0.42 eV Å⁻¹
E_tot ... -1196.28053 Ha
SMILES ... CC(=O)OC(=O)C[PH]#P(N)O

# 6
Here is one molecule with the formula C4H9NO6S2 from OMol25. Energies are from ωB97M-V/def2-TZVPD.

Geometry as XYZ:
```
22
Properties=species:S:1:pos:R:3:forces:R:3:mulliken_charge:R:1
C -3.083903 0.578778 0.366514 -2.9345 -0.8311 -2.6591 0.7866
C -3.332351 -0.175525 1.618361 1.0280 -0.2750 -0.3318 -1.0666
C 2.325863 -0.219833 -1.250155 -0.6722 2.4314 -0.3999 -0.9612
C 1.381807 0.598288 -0.232422 1.5289 -1.1383 -1.0916 -0.1188
N 1.325744 1.972637 -0.723018 -1.7056 1.1277 0.1720 -0.4451
O -3.784553 0.741008 -0.620601 0.8349 -0.4375 2.1495 -0.5180
O 0.415303 2.605718 1.548680 -0.4211 -0.2529 -0.9882 -0.5797
O 0.446868 4.309002 -0.224148 -0.3589 -0.1238 -0.7108 -0.5631
O -1.375550 1.870451 -1.880185 -0.1774 1.0036 1.2869 -0.5601
O -2.669029 3.350442 -0.325750 -0.3478 0.7719 0.5570 -0.5241
O -1.841812 1.103355 0.389701 1.1262 1.0861 0.7410 -0.1528
S 0.286184 2.947485 0.155284 2.1997 0.3176 1.5181 1.0056
S -1.657929 2.403662 -0.556931 0.7262 -1.8867 -3.0716 1.0015
H -3.979588 -1.025746 1.592138 -0.3947 -0.4125 -0.6933 0.3426
H -2.330278 -0.471931 1.918596 -0.1698 -0.1260 0.6722 0.3227
H -3.769867 0.502696 2.305846 -0.1282 0.7936 0.9360 0.2801
H 3.448442 -0.174729 -1.122089 -1.4317 0.1178 0.3091 0.2784
H 1.968176 -1.240590 -1.255280 0.1464 -0.1644 -0.3860 0.3362
H 2.089057 0.362278 -2.226035 0.5518 -1.7236 1.0848 0.2313
H 0.405197 0.082772 -0.185367 0.3963 0.3641 -0.0596 0.1355
H 1.803837 0.730225 0.744489 0.1073 -0.6133 0.5873 0.3958
H 1.099841 2.066903 -1.720450 0.0963 -0.0287 0.3780 0.3733
```
Forces are in eV/Å.

Spin multiplicity ... 1
ΔE to the lowest compared entry with this formula, charge and spin ... 49.4 kJ/mol
LUMO energy ... 0.4 eV
HOMO-LUMO gap ... 0.41539 Ha
Net charge ... 0
Max |F| ... 4.05 eV Å⁻¹
E_tot ... -1460.31758 Ha
SMILES ... CCNS(=O)(=O)S(=O)(=O)OC(C)=O

# 7
Here is C4H9NO8PS3 as an isolated structure from OMol25. Energies are from ωB97M-V/def2-TZVPD.

Geometry as XYZ:
```
26
Properties=species:S:1:pos:R:3:forces:R:3:mulliken_charge:R:1
O 0.584556 0.489895 1.976697 -0.1777 0.3448 -0.0747 -0.6379
S -0.120357 1.518003 1.244141 0.0561 -0.5442 -0.0101 0.8675
O -1.164140 2.220522 1.994945 0.0217 0.0783 -0.2546 -0.6492
S 1.419699 2.876933 0.861231 0.1956 0.1174 0.0599 -0.2470
N -0.560619 1.062034 -0.200607 -0.2817 0.1842 0.3514 -0.3021
S -2.147205 0.926803 -0.508890 -0.0785 -0.5924 -0.3349 0.9906
O -2.265217 0.557165 -1.910714 0.1666 0.0958 0.3513 -0.6725
O -2.826929 0.066968 0.450967 0.2012 0.2358 -0.1285 -0.6459
P -3.171635 2.893247 -0.434360 -0.0719 0.0693 -0.0655 0.2800
O -3.830111 2.749412 1.039314 0.0499 0.2526 -0.1076 -0.4678
O -1.896358 3.896552 -0.220514 -0.3833 0.1534 -0.1388 -0.4460
H 0.698927 3.683322 0.067545 -0.0947 -0.0939 -0.0272 0.1583
H -3.206988 2.355409 1.672517 0.0783 -0.1823 0.1336 0.3980
H -1.602728 3.865306 0.698606 0.3119 -0.2008 0.2832 0.3588
O 3.275338 -0.356316 -0.625382 0.1782 -0.0012 0.0033 -0.6003
C 2.523915 -1.281786 -0.683319 -0.2053 0.0788 0.0604 0.5226
O 2.163054 -1.837975 -1.872627 0.0406 -0.0422 -0.0322 -0.3760
C 1.184268 -2.865539 -1.662534 -0.1121 -0.0406 0.0042 -0.4036
C 1.381399 -3.316730 -0.219273 0.0501 0.0325 0.0462 -0.5250
C 1.832592 -2.018732 0.445978 0.0283 -0.2640 -0.1478 -0.1095
H 0.193099 -2.438555 -1.829408 -0.0007 0.0220 0.0401 0.2477
H 1.360370 -3.654215 -2.392014 0.0337 0.0402 -0.0368 0.3058
H 0.482485 -3.748802 0.216286 -0.0430 0.0538 -0.0315 0.3345
H 2.176672 -4.064339 -0.170322 -0.0053 -0.0095 -0.0161 0.2590
H 0.991627 -1.415633 0.790295 0.0735 0.0899 0.0074 0.0443
H 2.524287 -2.162948 1.271444 -0.0314 0.1223 0.0653 0.3156
```
Forces are in eV/Å.

Spin multiplicity ... 1
LUMO energy ... 3.0 eV
HOMO-LUMO gap ... 0.32176 Ha
Net charge ... -1
Max |F| ... 0.69 eV Å⁻¹
E_tot ... -2350.55084 Ha